[1]
C18H17Cl2N3OS in the gas phase. Source: the Open Molecules 2025 dataset; level of theory: ωB97M-V with the def2-TZVPD basis set.

Output
Gap between HOMO and LUMO   0.3133 Ha
E   -2254.19843 Eh
HOMO level   -0.3128 Eh
SMILES   C[C@]1(C(=O)NC(=S)N(Cc2ccccc2)c2ccccn2)CC1(Cl)Cl

Structure (ORCA input):
```
! RIJCOSX wB97M-V def2-TZVPD def2/J DEFGRID3
* xyz 0 1
C 0.854 3.395 -0.973
C 1.359 2.284 -0.077
C 2.850 2.022 -0.042
C 2.193 2.661 1.133
H 2.377 3.713 1.294
H 2.103 2.092 2.047
Cl 3.903 2.993 -1.058
Cl 3.490 0.382 0.094
C 0.357 1.155 -0.014
O -0.591 1.118 -0.763
N 0.570 0.232 0.982
C -0.150 -0.948 1.166
S 0.710 -2.270 1.636
N -1.483 -0.961 0.966
C -2.298 0.174 0.992
N -3.397 0.111 0.254
C -4.218 1.145 0.245
C -4.000 2.296 0.982
C -2.878 2.340 1.798
C -2.013 1.264 1.819
H -1.151 1.261 2.467
H -2.685 3.201 2.422
H -4.690 3.123 0.935
H -5.089 1.033 -0.386
C -2.108 -2.250 0.690
C -1.583 -2.856 -0.586
C -1.229 -4.196 -0.640
C -0.748 -4.743 -1.817
C -0.611 -3.953 -2.945
C -0.961 -2.614 -2.894
C -1.448 -2.066 -1.721
H -1.715 -1.020 -1.679
H -0.853 -1.992 -3.771
H -0.229 -4.379 -3.861
H -0.471 -5.787 -1.849
H -1.321 -4.811 0.243
H -3.180 -2.063 0.602
H -1.916 -2.920 1.534
H 1.520 0.141 1.330
H 0.740 3.028 -1.990
H 1.535 4.240 -0.973
H -0.124 3.721 -0.624
*
```

[2]
A molecular structure, C26H48OP2Pt. Source: the Open Molecules 2025 dataset; level of theory: ωB97M-V with the def2-TZVPD basis set.

Output
Gap between HOMO and LUMO (alpha / beta)   0.2156 / 0.1735 Ha
E   -1895.93455 Eh
<S²>   6.0266
HOMO level (alpha / beta)   -0.4212 / -0.4767 Eh

Structure (ORCA input):
```
! RIJCOSX wB97M-V def2-TZVPD def2/J DEFGRID3
* xyz 2 5
Pt 0.112 -1.054 -0.504
C -2.383 1.867 0.169
C -3.162 1.043 -0.693
C -2.197 -0.340 0.876
C -1.867 1.056 1.190
C -3.038 -0.298 -0.290
C -2.243 3.349 0.082
H -2.047 3.659 -0.952
H -1.402 3.681 0.698
H -3.155 3.856 0.426
C -1.232 1.541 2.434
H -1.065 2.625 2.403
H -0.249 1.032 2.545
H -1.859 1.349 3.337
C -2.441 -1.341 1.935
H -3.539 -1.459 1.985
H -2.115 -0.972 2.919
H -2.004 -2.332 1.722
C -3.870 -1.407 -0.799
H -4.898 -1.061 -0.976
H -3.920 -2.215 -0.061
H -3.491 -1.820 -1.745
C -4.102 1.567 -1.712
H -4.991 1.981 -1.203
H -4.406 0.753 -2.387
H -3.630 2.378 -2.304
C 1.710 0.174 -0.960
C 0.479 0.963 -0.819
C -0.178 1.478 -2.073
C -0.772 0.361 -2.978
C -0.693 -1.047 -2.430
C 0.585 -1.772 -2.421
C 1.825 -1.147 -3.042
C 2.365 0.103 -2.304
H 0.484 2.168 -2.641
H -0.295 0.364 -3.967
H -1.023 2.108 -1.770
H 2.237 1.033 -2.890
H 2.417 0.165 -0.142
H 0.393 1.658 0.075
H 3.453 0.015 -2.150
H 2.641 -1.881 -3.049
H 0.489 -2.870 -2.496
H 1.575 -0.897 -4.077
H -1.825 0.615 -3.152
H -1.587 -1.677 -2.543
P 2.084 2.541 0.933
C 2.095 2.971 2.670
H 3.023 3.544 2.792
H 2.112 2.050 3.265
H 1.216 3.593 2.905
C 3.767 2.066 0.495
H 4.387 2.937 0.749
H 3.847 1.819 -0.573
H 4.061 1.199 1.102
C 1.671 3.975 -0.072
H 1.706 3.714 -1.143
H 2.442 4.710 0.183
H 0.663 4.337 0.202
P 1.044 -3.074 0.491
C -0.394 -4.107 -0.024
H -0.110 -4.762 -0.876
H -1.227 -3.446 -0.333
H -0.720 -4.711 0.829
C 2.542 -3.266 -0.550
H 2.321 -3.285 -1.621
H 3.056 -4.187 -0.259
H 3.205 -2.414 -0.336
C 1.662 -3.947 1.962
H 2.329 -4.732 1.581
H 0.837 -4.403 2.522
H 2.237 -3.252 2.582
C 0.532 -1.387 3.122
C 1.166 -0.990 1.846
O 2.244 -0.386 1.871
H 1.307 -1.700 3.848
H -0.173 -2.202 2.982
H -0.017 -0.563 3.587
*
```

[3]
A molecular structure, C23H26N7O5STl. Source: the Open Molecules 2025 dataset; level of theory: ωB97M-V with the def2-TZVPD basis set.

Output
Gap between HOMO and LUMO   0.2135 Ha
E   -2222.17678 Eh
HOMO level   -0.0426 Eh

Structure (ORCA input):
```
! RIJCOSX wB97M-V def2-TZVPD def2/J DEFGRID3
* xyz -2 1
Tl -16.240 -3.753 4.337
C -19.173 -6.589 1.717
C -18.033 -6.205 2.780
O -17.565 -5.004 2.627
C -17.598 -7.188 3.655
C -16.839 -7.044 4.867
C -16.994 -8.209 5.857
N -16.164 -5.994 5.151
N -15.562 -6.009 6.394
C -15.019 -4.907 6.768
O -15.009 -3.809 6.131
C -14.596 -4.853 8.190
C -13.962 -3.718 8.719
C -13.600 -3.764 10.040
C -13.875 -4.837 10.887
C -14.515 -6.021 10.237
C -14.829 -5.940 8.944
H -18.967 -6.149 0.728
H -20.186 -6.236 2.122
H -19.265 -7.681 1.461
H -18.332 -7.995 3.602
H -16.033 -8.738 6.065
H -17.634 -9.008 5.427
H -17.404 -7.891 6.820
H -13.890 -2.857 8.214
H -13.071 -2.816 10.410
H -13.522 -4.844 11.914
H -14.728 -6.822 10.905
H -15.267 -6.813 8.411
C -19.553 -1.387 5.468
C -19.088 -2.622 4.670
N -20.187 -3.502 4.025
O -18.243 -3.445 5.332
H -20.511 -1.060 5.048
H -18.777 -0.555 5.451
H -19.639 -1.670 6.518
H -19.572 -3.975 3.349
H -20.200 -4.221 4.687
S -14.770 -3.657 2.353
C -15.363 -2.212 1.523
N -16.542 -2.352 0.730
C -16.666 -1.393 -0.295
C -16.125 -0.180 -0.233
C -15.407 0.064 1.098
N -14.742 -1.111 1.580
H -16.997 -3.231 0.560
H -17.259 -1.671 -1.199
H -16.257 0.609 -0.948
H -14.609 0.767 0.949
C -14.766 1.818 3.741
N -15.564 0.676 3.546
C -16.312 0.641 2.247
C -17.597 -0.079 2.475
C -17.604 -1.128 3.354
O -18.555 -2.087 3.330
N -16.572 -1.341 4.195
C -15.623 -0.383 4.461
O -14.817 -0.466 5.332
H -15.387 2.739 3.545
H -13.876 1.887 3.200
H -14.413 1.869 4.812
H -16.584 1.661 2.061
H -18.494 0.024 1.851
*
```

[4]
2 unconnected molecules or ions with the total composition C5H4N2O. Source: the Open Molecules 2025 dataset; level of theory: ωB97M-V with the def2-TZVPD basis set.

Output
Gap between HOMO and LUMO (alpha / beta)   0.3312 / 0.3313 Ha
E   -377.50203 Eh
HOMO level (alpha / beta)   -0.3771 / -0.3772 Eh

Structure (ORCA input):
```
! RIJCOSX wB97M-V def2-TZVPD def2/J DEFGRID3
* xyz 0 1
C 0.562 0.367 -0.688
C 0.176 0.010 0.663
C 0.173 0.945 1.632
O 1.366 -0.493 -1.315
C -0.635 -1.182 0.767
C -1.275 -0.553 -1.241
N -0.862 -2.221 1.248
N -2.072 -0.843 -2.026
H 1.645 -0.169 -2.182
H 0.732 1.430 -0.881
H -0.307 0.748 2.578
H 0.496 1.960 1.445
*
```

[5]
2 unconnected molecules or ions with the total composition C3H12NO2S2. Source: the Open Molecules 2025 dataset; level of theory: ωB97M-V with the def2-TZVPD basis set.

Output
Gap between HOMO and LUMO   0.3372 Ha
E   -1122.81710 Eh
HOMO level   -0.4575 Eh

Structure (ORCA input):
```
! RIJCOSX wB97M-V def2-TZVPD def2/J DEFGRID3
* xyz 1 1
N -0.267 -0.745 0.560
C -0.002 0.365 -0.356
C -0.355 0.006 -1.805
O -1.601 -0.684 -1.842
C 1.475 0.796 -0.409
S 2.161 1.002 1.281
S 2.739 -0.665 2.261
H -0.387 -1.645 -0.063
H -1.170 -0.507 1.071
H 0.532 -1.015 1.255
H -0.625 1.279 -0.065
H 0.386 -0.901 -2.155
H -0.334 0.815 -2.529
H -1.293 -1.553 -2.120
H 2.205 0.318 -1.081
H 1.570 1.952 -0.612
H 3.475 -1.392 1.513
H -2.812 1.154 0.950
H -3.042 0.923 2.475
O -2.654 0.497 1.672
*
```

[6]
C5H8N2O2 in the gas phase. Source: the Open Molecules 2025 dataset; level of theory: ωB97M-V with the def2-TZVPD basis set.

Output
Gap between HOMO and LUMO   0.3421 Ha
E   -455.16328 Eh
HOMO level   -0.3154 Eh
SMILES   [H]/N=C/N(O)/C=C\[C@@H]1CO1

Structure (ORCA input):
```
! RIJCOSX wB97M-V def2-TZVPD def2/J DEFGRID3
* xyz 0 1
C -1.590 0.153 -0.748
C 0.270 1.355 0.404
C 1.189 0.490 0.751
C 1.348 -0.848 0.170
C 1.472 -2.019 1.080
H -1.952 2.275 -1.468
H -1.511 -0.671 -0.032
H -3.240 -0.386 -1.517
H 0.307 2.415 0.786
H 1.863 0.728 1.580
H 0.821 -0.952 -0.815
H 1.255 -3.064 0.781
H 1.240 -1.922 2.115
N -0.653 1.117 -0.648
N -2.545 0.388 -1.584
O -0.889 2.318 -1.334
O 2.616 -1.378 0.477
*
```

[7]
A molecular structure, C30H47ClP2Pb. Source: the Open Molecules 2025 dataset; level of theory: ωB97M-V with the def2-TZVPD basis set.

Output
Gap between HOMO and LUMO (alpha / beta)   0.1775 / 0.0673 Ha
E   -2506.30328 Eh
HOMO level (alpha / beta)   -0.4492 / -0.3906 Eh

Structure (ORCA input):
```
! RIJCOSX wB97M-V def2-TZVPD def2/J DEFGRID3
* xyz 2 1
Pb 2.775 0.835 0.049
C -1.574 -0.767 1.723
C -1.169 -1.798 0.835
C 0.600 -1.325 2.204
C -0.477 -0.476 2.565
C 0.171 -2.137 1.132
C -2.927 -0.173 1.798
H -3.364 -0.077 0.796
H -2.886 0.819 2.263
H -3.605 -0.799 2.400
C -0.444 0.504 3.684
H -1.441 0.930 3.840
H 0.262 1.327 3.485
H -0.136 0.012 4.622
C 1.932 -1.358 2.876
H 1.812 -1.597 3.947
H 2.463 -0.390 2.818
H 2.570 -2.135 2.433
C 0.966 -3.202 0.465
H 0.856 -4.160 0.998
H 2.034 -2.949 0.445
H 0.613 -3.350 -0.561
C -2.002 -2.462 -0.193
H -2.078 -3.551 -0.014
H -1.577 -2.326 -1.202
H -3.024 -2.057 -0.196
C -1.384 1.883 -2.330
C -2.422 1.063 -2.118
C -2.891 -0.070 -2.960
C -1.936 -0.566 -4.078
C -0.643 -1.138 -3.604
C 0.546 -0.533 -3.507
C 0.833 0.926 -3.260
C -0.384 1.854 -3.433
H -3.868 0.120 -3.449
H -1.811 0.190 -4.864
H -3.051 -0.915 -2.277
H -0.866 1.610 -4.398
H -1.220 2.700 -1.611
H -3.030 1.213 -1.218
H -0.004 2.875 -3.549
H 1.317 1.087 -2.281
H 1.449 -1.169 -3.524
H 1.597 1.241 -4.002
H -2.467 -1.386 -4.591
H -0.682 -2.221 -3.432
P -0.210 1.900 -6.240
C -0.499 3.651 -6.635
C -1.404 1.051 -7.312
P 2.183 -0.092 -6.118
C 1.480 1.518 -6.811
C 1.359 -1.196 -7.358
C 3.769 0.024 -7.047
H 0.326 4.268 -6.250
H -1.435 3.972 -6.151
H -0.586 3.768 -7.725
H -1.367 1.492 -8.315
H -2.412 1.205 -6.895
H -1.213 -0.027 -7.363
H 3.563 0.232 -8.108
H 4.291 -0.934 -6.926
H 4.363 0.833 -6.608
H 2.158 2.334 -6.487
H 1.461 1.448 -7.919
H 1.926 -2.133 -7.378
H 1.387 -0.727 -8.356
H 0.326 -1.415 -7.069
Cl 1.152 3.233 1.104
C 2.501 3.341 2.228
C 2.238 3.537 3.584
C 3.249 3.253 4.516
C 4.482 2.783 4.075
C 4.744 2.635 2.715
C 3.769 2.976 1.752
C 3.998 2.669 0.301
H 1.251 3.880 3.908
H 3.072 3.425 5.583
H 5.249 2.518 4.797
H 5.686 2.217 2.369
H 5.015 2.337 0.069
H 3.601 3.396 -0.425
*
```

What is the formula in the second record? C26H48OP2Pt